Entry 1:
17
Properties=species:S:1:pos:R:3 method="wB97M-V/def2-TZVPD" total_energy_ha=-234.39303 mol_weight_g_mol=76.14 s2=0.755 spin_multiplicity=2 de_lowest_kcal_mol=29.84 total_charge=+1
C 2.62110 0.25676 0.81739
C 1.24744 -0.36946 1.14609
O 2.64903 0.77260 -0.47337
H 3.02431 1.19637 1.40726
H 3.28844 -0.60294 0.92435
H 0.39283 -0.04886 0.47495
H 2.38200 -0.04658 -1.04064
H 1.09391 0.00389 2.26398
H 1.17972 -1.49661 0.92425
C -2.23580 -0.05211 -0.06579
C -2.24809 0.12400 -1.59829
H -2.71090 -0.89025 0.28443
H -1.13043 -0.09748 0.27124
H -2.63366 0.81845 0.40568
H -1.82934 -0.81736 -2.08426
H -3.31823 0.18668 -1.82353
H -1.77233 1.06290 -1.83374

---

Entry 2:
17
Properties=species:S:1:pos:R:3 method="wB97M-V/def2-TZVPD" total_energy_ha=-234.42483 mol_weight_g_mol=76.14 s2=0.753 spin_multiplicity=2 de_lowest_kcal_mol=9.88 total_charge=+1
C -1.03596 1.53477 -1.06768
C -0.53665 0.28236 -0.39513
C -0.13610 0.54272 1.07633
C 0.35763 -0.73713 1.70543
H -1.95132 1.98050 -0.66947
H -1.28910 1.21512 -2.09014
H -0.29139 2.31360 -1.09847
H 0.40997 -0.14161 -0.79986
H -1.26819 -0.51559 -0.57881
H -1.04059 1.03877 1.49913
H 0.55367 1.37454 1.26260
H -0.22705 -1.59230 1.35893
H 0.22256 -0.74279 2.79699
H 1.41568 -0.88775 1.50231
H 0.93557 -2.03978 -1.88490
H 2.00038 -1.53874 -0.91729
O 1.88091 -2.08666 -1.69998

---

Entry 3:
17
Properties=species:S:1:pos:R:3 method="wB97M-V/def2-TZVPD" total_energy_ha=-234.34714 mol_weight_g_mol=76.14 s2=0.754 spin_multiplicity=2 de_lowest_kcal_mol=58.63 total_charge=+1
C -1.92906 1.67134 0.65513
O -2.19975 2.59445 1.62346
H -1.33491 2.71184 2.26540
H -1.09520 1.04613 0.84603
H -2.11244 2.21801 -0.28618
H -2.76463 0.97185 0.86654
C 0.83008 -1.65929 -0.62658
C 0.63973 -0.45670 -1.66511
C 1.50189 -1.08814 0.64003
H -0.24768 -2.14860 -0.42774
H 1.54110 -2.29867 -0.99282
H 1.12455 0.39721 -1.30694
H 1.14433 -0.31648 1.15096
H 1.37452 -1.94006 1.31614
H -0.40065 -0.37632 -1.73754
H 1.29606 -0.49015 -2.68252
H 2.63204 -0.83642 0.36173

---

Entry 4:
18
Properties=species:S:1:pos:R:3 method="wB97M-V/def2-TZVPD" total_energy_ha=-310.01920 mol_weight_g_mol=92.14 s2=0.750 spin_multiplicity=2 de_lowest_kcal_mol=5.82 total_charge=-1
C -1.35613 1.27100 -1.07623
C 0.05204 1.61256 -0.67737
C 0.97102 0.71344 -0.35959
C 2.34072 1.02957 0.15265
H -2.06085 2.05316 -0.81572
H -1.45205 1.04812 -2.12869
H -1.72273 0.38747 -0.53065
H 0.27517 2.68082 -0.61357
H 0.76263 -0.33171 -0.54835
H 2.45728 0.69075 1.19075
H 3.10515 0.44661 -0.37106
H 2.52400 2.10303 0.12363
H -1.62427 -2.81287 -0.20337
H -0.13959 -2.49274 -0.34005
O -0.93277 -2.70928 -0.86952
H -0.27332 -0.39304 1.82986
H -0.28546 -1.71329 2.61200
O -0.86392 -0.98310 2.32705

---

Entry 5:
18
Properties=species:S:1:pos:R:3 method="wB97M-V/def2-TZVPD" total_energy_ha=-310.04826 mol_weight_g_mol=92.14 spin_multiplicity=1 de_lowest_kcal_mol=15.48 smiles="C=C(C)C.O.O"
C -0.24486 0.16278 0.35663
C -0.07702 -1.14771 0.25135
C 0.10526 -1.99762 1.47861
C -0.23032 -1.89507 -1.02680
H -0.33840 0.78869 -0.52370
H -0.18074 0.70822 1.27328
H 0.03137 -1.39381 2.37208
H 1.06895 -2.49993 1.47757
H -0.63360 -2.80112 1.49506
H -0.29392 -1.23071 -1.88324
H -1.14945 -2.47581 -0.98437
H 0.62162 -2.52928 -1.24599
O -2.86604 3.43667 -3.02635
H -3.56731 2.88615 -2.63513
H -2.46752 2.75284 -3.59329
O 3.39232 2.28691 2.46863
H 2.71142 2.69368 1.91640
H 4.11824 2.25513 1.82926

---

Entry 6:
18
Properties=species:S:1:pos:R:3 method="wB97M-V/def2-TZVPD" total_energy_ha=-310.03927 mol_weight_g_mol=92.14 spin_multiplicity=1 de_lowest_kcal_mol=21.12 smiles=CCO.CCO
C 2.04360 1.37827 -3.01649
C 1.11316 2.50795 -2.57693
O -0.20438 2.34518 -3.12829
H 1.57450 0.75391 -3.77560
H 3.03286 1.68641 -3.34070
H 2.24302 0.64694 -2.22542
H 1.44295 3.45406 -2.98541
H 1.00753 2.47674 -1.50845
H -0.50278 1.44611 -2.93589
C -0.49357 -2.22894 2.61565
C -1.68342 -1.31183 2.81994
O -2.93420 -1.95166 2.97814
H -0.69687 -3.16547 2.09634
H 0.31895 -1.71739 2.09713
H -0.06186 -2.51980 3.56027
H -1.80375 -0.72734 1.90105
H -1.44624 -0.61535 3.62194
H -2.94948 -2.45777 3.80273